1.
Here is a 2-piece molecular cluster, C5H14 overall at a distorted geometry from the Open Molecules 2025 dataset. Energies are from ωB97M-V with the def2-TZVPD basis set.

Results
**Gap between HOMO and LUMO**: 12.24 eV
**LUMO level**: 1.131 eV
**Energy above the lowest of the compared OMol25 structures with the same formula, charge and spin**: 150.9 kJ/mol
**Net charge**: 0
**SMILES**: CCC.CC
**Energy**: -5410.48568 eV

Geometry (Å):
C1 -1.82 0.48 -1.98
C2 0.98 -0.67 1.56
C3 -0.96 -0.23 -1.09
C4 1.16 0.13 2.93
C5 0.46 0.10 -1.63
H1 -1.13 0.11 -0.02
H2 0.54 -0.16 0.75
H3 0.53 1.00 2.95
H4 0.21 -1.28 1.88
H5 -1.18 -1.36 -1.13
H6 1.37 -0.06 -1.01
H7 0.56 1.20 -1.88
H8 -2.13 -0.03 -2.87
H9 0.49 -0.45 -2.56
H10 -1.37 1.38 -2.43
H11 0.97 -0.33 3.89
H12 1.89 -1.15 1.19
H13 -2.74 0.90 -1.51
H14 2.16 0.41 2.94

Here are the Löwdin charges for atoms 1 to 6, given in e:
1. C -0.19
2. C -0.12
3. C -0.35
4. C -0.12
5. C -0.13
6. H 0.11

***

2.
Here is a 2-piece molecular cluster, C4H11N2O overall from the Open Molecules 2025 dataset. Energies are from ωB97M-V with the def2-TZVPD basis set.

Results
**Gap between HOMO and LUMO**: 7.23 eV
**LUMO level**: 3.958 eV
**Energy above the lowest of the compared OMol25 structures with the same formula, charge and spin**: 47.5 kJ/mol
**Net charge**: -1
**Energy**: -9353.99822 eV

Geometry (Å):
O1 0.15 -0.69 -1.77
N1 0.10 -0.89 0.82
N2 -1.83 0.34 -2.64
C1 -1.10 -0.90 -2.25
C2 0.89 0.12 1.34
C3 0.55 0.52 2.76
C4 1.88 0.72 0.67
H1 -1.73 -1.41 -1.50
H2 -1.12 -1.53 -3.17
H3 0.12 -0.92 -0.27
H4 -0.86 -0.86 1.15
H5 0.48 -0.38 3.38
H6 -0.42 1.02 2.77
H7 2.53 1.42 1.18
H8 -1.31 0.76 -3.40
H9 1.30 1.18 3.18
H10 -1.67 0.98 -1.86
H11 2.03 0.52 -0.39

Here are the Löwdin charges for atoms 1 to 6, given in e:
1. O -0.33
2. N 0.05
3. N -0.04
4. C -0.57
5. C -0.53
6. C -0.09

***

3.
Here is a 2-piece molecular cluster, CH6S2Si overall at a distorted geometry from the Open Molecules 2025 dataset. Energies are from ωB97M-V with the def2-TZVPD basis set.

Results
**Gap between HOMO and LUMO**: 7.93 eV
**LUMO level**: -1.324 eV
**Energy above the lowest of the compared OMol25 structures with the same formula, charge and spin**: 180.4 kJ/mol
**Net charge**: 0
**Energy**: -30680.38942 eV

Geometry (Å):
S1 2.61 -0.95 -0.36
S2 -2.61 0.22 0.85
Si1 -0.57 -0.47 0.90
C1 0.51 0.58 -0.21
H1 0.19 0.46 -1.25
H2 -0.56 -1.59 0.12
H3 2.01 -1.86 -1.16
H4 -2.42 0.23 -0.39
H5 -0.13 -0.65 2.28
H6 1.09 1.44 -0.05

Here are the Löwdin charges for atoms 1 to 6, given in e:
1. S 0.34
2. S 0.43
3. Si 0.22
4. C -0.27
5. H 0.01
6. H -0.09

***

4.
Here is an isolated ion of composition C2H2N5 and charge +1 at a distorted geometry from the Open Molecules 2025 dataset. Energies are from ωB97M-V with the def2-TZVPD basis set.

Results
**Gap between HOMO and LUMO**: 8.48 eV
**LUMO level**: -6.131 eV
**Energy above the lowest of the compared OMol25 structures with the same formula, charge and spin**: 524.0 kJ/mol
**Net charge**: +1
**SMILES**: C#C/N=N/N[N+]#N
**Energy**: -9541.58268 eV

Geometry (Å):
N1 -1.77 -1.66 -0.03
N2 -0.45 1.41 0.22
N3 0.49 0.74 0.30
N4 -1.88 -0.61 -0.36
N5 -1.78 0.58 -0.45
C1 1.55 0.07 0.41
C2 2.58 -0.59 0.39
H1 -2.27 1.34 -0.89
H2 3.53 -1.27 0.40

Here are the Löwdin charges for atoms 1 to 6, given in e:
1. N 0.33
2. N 0.26
3. N 0.05
4. N -0.13
5. N 0.07
6. C -0.12

***

5.
Here is an isolated ion of composition C12H16N and charge +1 at a distorted geometry from the Open Molecules 2025 dataset. Energies are from ωB97M-V with the def2-TZVPD basis set.

Results
**Gap between HOMO and LUMO**: 9.15 eV
**LUMO level**: -3.308 eV
**Energy above the lowest of the compared OMol25 structures with the same formula, charge and spin**: 167.2 kJ/mol
**Net charge**: +1
**SMILES**: C=CCCc1ccccc1C(=C)[NH3+]
**Energy**: -14184.20267 eV

Geometry (Å):
N1 -0.58 -2.28 0.34
C1 2.19 -0.31 0.79
C2 1.02 1.82 -0.53
C3 -2.09 1.15 -0.74
C4 2.14 2.07 0.23
C5 1.11 -0.46 -0.05
C6 1.47 -2.79 -0.99
C7 -2.28 1.13 1.79
C8 2.70 0.97 0.93
C9 -2.52 0.62 0.59
C10 0.77 -1.89 -0.24
C11 0.40 0.56 -0.71
C12 -0.86 0.40 -1.41
H1 -3.40 0.05 0.49
H2 -1.56 2.00 2.00
H3 2.63 -1.14 1.14
H4 0.66 2.60 -1.28
H5 -1.00 -1.35 0.65
H6 -2.59 0.73 2.75
H7 1.37 -3.75 -1.25
H8 2.53 3.03 0.10
H9 -2.94 1.03 -1.44
H10 -1.71 2.14 -0.57
H11 -0.70 1.01 -2.29
H12 2.48 -2.40 -1.33
H13 -0.48 -2.81 1.31
H14 3.50 1.26 1.54
H15 -1.22 -2.78 -0.17
H16 -1.06 -0.59 -1.65

Here are the Löwdin charges for atoms 1 to 6, given in e:
1. N 0.24
2. C -0.01
3. C -0.02
4. C -0.15
5. C -0.03
6. C -0.19

***

6.
Here is C47H61BiBrF3N2O3P2S as an isolated structure from the Open Molecules 2025 dataset. Energies are from ωB97M-V with the def2-TZVPD basis set.

Results
**Gap between HOMO and LUMO**: 7.22 eV
**LUMO level**: 0.134 eV
**Energy above the lowest of the compared OMol25 structures with the same formula, charge and spin**: 40.5 kJ/mol
**Net charge**: 0
**Energy**: -172302.84624 eV

Geometry (Å):
Bi1 -0.16 -0.28 -0.58
Br1 -0.96 2.38 -1.87
S1 4.19 2.34 1.15
P1 0.57 -2.02 1.78
P2 -2.74 -1.20 -0.61
F1 3.21 -2.07 -4.09
F2 4.18 -2.51 -2.20
F3 2.59 -3.79 -2.93
O1 2.22 -0.41 -2.09
O2 1.06 -2.21 -1.48
O3 -0.83 -0.50 -2.78
N1 -1.35 0.11 1.56
N2 1.83 2.18 0.11
C1 0.64 -0.48 2.76
C2 -1.10 2.53 -8.49
C3 -0.36 -3.19 2.90
C4 -3.34 0.81 2.83
C5 3.00 3.48 1.69
C6 -4.92 -2.10 -2.25
C7 1.99 -1.62 -2.09
C8 -0.95 2.64 -4.66
C9 3.01 1.66 0.07
C10 -0.42 1.62 3.29
C11 2.32 -4.01 1.05
C12 -4.08 0.26 -2.57
C13 -0.42 0.43 2.55
C14 0.48 -3.70 4.07
C15 0.27 4.06 -7.09
C16 0.57 1.88 4.22
C17 -3.82 -3.56 0.69
C18 -0.89 1.71 -3.65
C19 -0.76 -2.66 -4.53
C20 -2.30 -1.85 -6.28
C21 -3.70 -1.17 -2.17
C22 3.27 -1.67 1.12
C23 -1.01 3.21 -7.12
C24 -0.94 -1.60 -5.62
C25 -2.23 4.13 -6.96
C26 2.04 5.34 2.81
C27 0.18 -1.83 -6.65
C28 -4.72 0.91 2.90
C29 -2.61 -2.94 -0.01
C30 3.13 4.52 2.61
C31 -3.54 -0.25 0.68
C32 -0.97 2.20 -5.98
C33 -4.93 -0.12 0.76
C34 0.72 4.09 1.21
C35 -0.84 0.32 -3.81
C36 -0.96 0.83 -6.17
C37 2.99 -2.52 -2.85
C38 -1.64 -2.55 3.44
C39 0.84 5.13 2.10
C40 1.80 3.24 1.01
C41 -2.70 0.27 1.70
C42 -5.53 0.48 1.86
C43 1.63 -0.19 3.70
C44 1.60 0.98 4.43
C45 2.30 -2.66 1.77
C46 -2.02 -3.83 -1.11
C47 -0.89 -0.13 -5.15
H1 -5.11 -2.33 -3.30
H2 -4.79 -3.04 -1.73
H3 -6.61 0.57 1.91
H4 1.95 -3.90 0.03
H5 -2.23 -3.30 3.96
H6 3.06 -1.57 0.06
H7 0.09 -1.18 -7.51
H8 2.60 -2.80 2.81
H9 0.80 -2.87 4.70
H10 0.13 -2.86 -7.01
H11 1.36 -4.26 3.77
H12 -0.98 3.70 -4.42
H13 -1.58 -2.66 -3.81
H14 -2.72 -3.94 -1.94
H15 3.26 0.84 -0.58
H16 3.24 -0.68 1.58
H17 -2.95 -1.51 -2.89
H18 -1.14 3.29 -9.27
H19 2.11 6.16 3.51
H20 -1.19 2.36 3.11
H21 -0.64 -4.03 2.26
H22 -1.84 -2.81 0.75
H23 -2.17 4.72 -6.05
H24 -2.37 -2.90 -6.60
H25 0.16 -2.53 -3.97
H26 1.72 -4.76 1.56
H27 -0.23 1.90 -8.68
H28 0.38 4.58 -6.13
H29 -0.14 -4.35 4.69
H30 -0.21 3.92 0.67
H31 -3.21 0.91 -2.64
H32 -2.76 1.14 3.68
H33 -1.83 -4.82 -0.71
H34 -2.29 4.83 -7.80
H35 -4.41 -2.83 1.25
H36 -2.00 1.92 -8.57
H37 1.15 3.44 -7.24
H38 0.55 2.82 4.76
H39 -1.00 0.46 -7.19
H40 2.44 -0.89 3.85
H41 -4.79 0.70 -1.87
H42 4.29 -2.05 1.22
H43 -1.08 -3.43 -1.50
H44 -3.11 -1.65 -5.58
H45 -5.55 -0.52 -0.03
H46 -4.55 0.24 -3.55
H47 -4.48 -4.07 -0.02
H48 4.06 4.69 3.13
H49 -2.26 -2.10 2.67
H50 -2.45 -1.22 -7.16
H51 2.38 1.19 5.15
H52 -1.40 -1.76 4.16
H53 -3.48 -4.31 1.40
H54 0.25 4.82 -7.88
H55 -5.82 -1.62 -1.86
H56 1.16 -1.67 -6.19
H57 -3.15 3.55 -6.93
H58 -0.73 -3.64 -5.01
H59 3.35 -4.38 1.00
H60 0.01 5.80 2.27
H61 -5.17 1.34 3.79

Here are the Löwdin charges for atoms 1 to 6, given in e:
1. Bi 1.72
2. Br 0.81
3. S 1.06
4. P 1.04
5. P 1.03
6. F 0.16

***

7.
Here is a 6-piece molecular cluster, C30H50NO18P overall at a distorted geometry from the Open Molecules 2025 dataset. Energies are from ωB97M-V with the def2-TZVPD basis set.

Results
**Gap between HOMO and LUMO**: 8.01 eV
**LUMO level**: 0.264 eV
**Net charge**: 0
**SMILES**: CCN[C@@H]1[C@H](CCCCOC)OC(=O)[C@H]1P(CC)CC.O=C1OCCO1.O=C1OCCO1.O=C1OCCO1.O=C1OCCO1.O=C1OCCO1
**Energy**: -79550.46146 eV

Geometry (Å):
P1 3.22 -2.03 -0.38
O1 -5.22 2.24 -1.84
O2 -5.60 0.02 -1.76
O3 0.86 0.82 1.16
O4 -5.20 -7.45 -1.99
O5 -3.78 -6.18 -3.21
O6 7.86 5.26 3.29
O7 6.55 5.00 1.47
O8 6.05 3.95 3.42
O9 2.14 -0.59 2.63
O10 4.96 9.54 5.04
O11 3.44 9.39 3.37
O12 -5.68 -3.47 -3.91
O13 -5.86 -2.73 -6.02
O14 5.22 8.02 3.38
O15 -7.57 -2.42 -4.57
O16 -4.28 -5.61 -1.08
O17 -3.02 -1.26 2.01
O18 -7.33 1.44 -1.71
N1 2.38 2.23 -0.46
C1 4.18 2.79 1.20
C2 6.78 3.74 4.62
C3 2.76 -4.10 1.69
C4 -4.50 -3.13 -5.85
C5 -5.28 -6.06 -0.18
C6 6.79 4.76 2.62
C7 -6.76 -0.75 -1.45
C8 1.78 -2.79 -1.34
C9 3.45 8.73 2.12
C10 7.68 4.94 4.67
C11 1.93 -0.06 1.53
C12 -5.98 1.32 -1.78
C13 -7.88 0.14 -1.88
C14 2.20 0.77 -0.78
C15 -2.10 -0.55 1.14
C16 -0.52 1.23 -1.05
C17 -4.36 -6.40 -2.19
C18 -4.57 -4.01 -4.63
C19 2.41 -3.42 -2.70
C20 -2.21 -1.67 3.16
C21 -1.64 0.15 -1.41
C22 -5.51 -7.48 -0.60
C23 3.82 2.61 -0.36
C24 0.68 0.53 -0.28
C25 3.87 -3.16 0.99
C26 -6.47 -2.84 -4.81
C27 2.87 -0.28 0.24
C28 -2.72 -0.09 -0.25
C29 4.35 7.55 2.37
C30 4.58 9.03 4.03
H1 5.20 3.31 1.28
H2 -1.18 -0.84 -1.78
H3 -3.35 0.86 -0.15
H4 1.26 -3.66 -0.82
H5 -4.93 -5.99 0.85
H6 -8.15 0.00 -2.93
H7 3.91 0.07 0.57
H8 2.41 0.65 -1.90
H9 -3.39 -0.96 -0.61
H10 3.39 3.42 1.74
H11 4.91 7.26 1.48
H12 -3.89 -2.24 -5.69
H13 4.37 -2.55 1.81
H14 -6.75 -1.70 -1.99
H15 1.60 -3.90 -3.36
H16 4.28 1.80 1.75
H17 7.33 2.81 4.53
H18 -8.77 0.01 -1.27
H19 -6.55 -7.79 -0.45
H20 -1.96 -2.79 3.12
H21 -1.71 0.40 1.66
H22 7.22 5.79 5.17
H23 1.86 2.80 -1.13
H24 3.90 3.67 -0.80
H25 0.99 -2.05 -1.67
H26 0.40 -0.58 -0.23
H27 -1.23 -1.28 0.94
H28 -0.97 2.09 -0.45
H29 3.07 -5.20 1.57
H30 8.64 4.72 5.14
H31 4.53 1.90 -0.90
H32 2.84 -2.53 -3.29
H33 -6.17 -5.43 -0.30
H34 -4.14 -3.66 -6.73
H35 3.86 9.41 1.36
H36 -4.84 -8.18 -0.11
H37 -1.19 -1.13 3.12
H38 -6.77 -0.96 -0.38
H39 -0.12 1.66 -2.04
H40 6.11 3.69 5.48
H41 -2.23 0.55 -2.31
H42 3.23 -4.15 -2.41
H43 -2.69 -1.36 4.14
H44 2.72 -3.87 2.81
H45 3.80 6.68 2.75
H46 4.65 -3.88 0.55
H47 2.45 8.43 1.82
H48 1.71 -3.95 1.29
H49 -3.66 -3.96 -4.04
H50 -4.78 -5.05 -4.88

Here are the Löwdin charges for atoms 1 to 6, given in e:
1. P 0.99
2. O 0.15
3. O 0.04
4. O -0.04
5. O 0.07
6. O 0.13

***

8.
Here is C6H9NO2 as an isolated structure at a distorted geometry from the Open Molecules 2025 dataset. Energies are from ωB97M-V with the def2-TZVPD basis set.

Results
**Gap between HOMO and LUMO**: 9.12 eV
**LUMO level**: 0.576 eV
**Energy above the lowest of the compared OMol25 structures with the same formula, charge and spin**: 203.7 kJ/mol
**Net charge**: 0
**Energy**: -11951.20756 eV

Geometry (Å):
O1 0.23 2.27 0.02
O2 -3.26 -0.94 0.00
N1 0.39 -0.10 0.00
C1 1.25 -0.05 1.19
C2 -0.46 1.29 0.00
C3 -2.27 -0.28 0.00
C4 1.22 -0.04 -1.21
C5 -0.50 -1.23 0.02
C6 -1.81 1.02 -0.01
H1 1.94 -0.85 -1.19
H2 0.63 0.03 2.08
H3 0.58 -0.12 -2.09
H4 -0.46 -1.81 0.93
H5 -0.46 -1.84 -0.87
H6 1.73 0.92 -1.23
H7 1.86 -0.95 1.24
H8 -2.50 1.85 -0.03
H9 1.90 0.83 1.14

Here are the Löwdin charges for atoms 1 to 6, given in e:
1. O 0.08
2. O 0.08
3. N -0.32
4. C -0.02
5. C -0.41
6. C -0.31

***

Question: Among the records above, which one has the lowest LUMO level?
Answer: C2H2N5

***

Repeat the fourth record exactly.
Here is an isolated ion of composition C2H2N5 and charge +1 at a distorted geometry from the Open Molecules 2025 dataset. Energies are from ωB97M-V with the def2-TZVPD basis set.

Results
**Gap between HOMO and LUMO**: 8.48 eV
**LUMO level**: -6.131 eV
**Energy above the lowest of the compared OMol25 structures with the same formula, charge and spin**: 524.0 kJ/mol
**Net charge**: +1
**SMILES**: C#C/N=N/N[N+]#N
**Energy**: -9541.58268 eV

Geometry (Å):
N1 -1.77 -1.66 -0.03
N2 -0.45 1.41 0.22
N3 0.49 0.74 0.30
N4 -1.88 -0.61 -0.36
N5 -1.78 0.58 -0.45
C1 1.55 0.07 0.41
C2 2.58 -0.59 0.39
H1 -2.27 1.34 -0.89
H2 3.53 -1.27 0.40

Here are the Löwdin charges for atoms 1 to 6, given in e:
1. N 0.33
2. N 0.26
3. N 0.05
4. N -0.13
5. N 0.07
6. C -0.12

***

Question: Which value of energy does entry 2 give?
Answer: -9353.99822 eV

***

Question: What is the formula in the second record?
Answer: C4H11N2O